No. 1
Entry from the Open Molecules 2025 dataset: C49H48AsF5N4O10Ti as an isolated structure (ωB97M-V/def2-TZVPD).

Its frontier orbital gap is 7.25 eV. The energy relative to the best compared isomer or geometry (same formula, charge and spin) comes out at 0.694 eV. The LUMO energy comes out at -0.74 eV. The multiplicity is 1. The calculation puts the total energy at -175575.4453 eV.

Geometry (Å):
H (4.29546, 0.03149, 1.73708)
C (-1.98525, 3.32421, -6.38779)
C (4.47172, 2.81406, -1.27774)
H (-5.54600, 0.17212, 1.52130)
H (-2.95614, 1.13602, 4.20963)
H (-1.51598, 1.62140, 3.30565)
Ti (-0.55361, 0.14755, -0.71845)
H (-1.27156, 0.22938, -6.00691)
H (-2.84365, -3.14480, -3.84992)
O (-2.19506, -4.95367, 2.35582)
C (-3.92258, 0.45521, 0.16219)
H (-3.02824, 0.30425, -5.94854)
H (-6.69145, 2.27577, 0.87410)
C (1.69598, -0.97948, 3.65630)
O (1.99846, -4.10273, 1.01525)
H (-5.71861, 3.66966, -0.93555)
C (-2.13581, 0.85400, -6.25197)
C (5.08067, -0.20009, 1.02211)
H (4.91144, -1.20406, 0.62869)
H (2.01574, -4.77504, 0.31456)
C (-5.21284, 2.77135, -0.60606)
H (-7.15184, 0.57085, -3.94872)
O (0.72523, 2.80169, 1.94046)
C (1.41533, 1.09563, -3.16103)
C (5.43097, 2.55979, -2.24217)
H (-7.82869, -2.81563, -3.96380)
C (-1.76539, 3.61375, -3.62712)
C (-5.76118, 1.99028, 0.40207)
H (-2.53687, -1.82491, 4.77087)
C (7.21000, 1.13850, -3.30083)
H (3.46057, 4.33678, -2.40003)
F (2.73951, 1.25697, -3.23366)
H (-1.79607, 6.72959, -6.17591)
H (6.73500, -0.30765, -1.04806)
H (-4.29783, 2.69891, -3.89153)
O (-2.73445, -4.26318, 4.40543)
C (1.74993, -2.05453, 2.78132)
C (-2.81360, -2.41769, -3.03557)
C (-3.97767, -1.46561, -3.19772)
O (2.03310, 1.95550, 0.20872)
C (-4.02286, 2.40611, -1.21014)
H (4.21495, 4.90611, -0.91229)
C (4.33820, 1.91113, -0.21652)
C (6.10304, 0.57075, -1.11277)
O (1.35901, -2.85322, -0.73317)
H (5.53481, 3.25180, -3.06991)
H (-1.53786, 3.06955, -1.51670)
O (-1.16451, -1.58302, -0.48528)
O (-1.46941, -3.69123, 0.16593)
N (-1.54408, -0.62784, 2.00776)
N (-2.11813, 0.87870, -1.42171)
C (-2.37254, -4.02518, 3.27822)
C (-1.72948, 4.71638, -4.48617)
C (-1.41402, -2.49241, 0.40437)
O (-0.17266, 1.61733, 0.27682)
H (7.78519, 0.23718, -3.09719)
H (7.90628, 1.96625, -3.43897)
C (-1.85501, 4.60252, -5.85572)
N (-2.22332, -1.63712, 3.82965)
C (3.24007, 2.07210, 0.77267)
C (1.58804, -2.95582, 0.43415)
C (0.88436, 1.73133, 1.09688)
C (-5.07790, 2.06161, -4.29049)
C (-5.02758, 0.63574, -3.79947)
H (-1.58434, 5.69852, -4.04839)
H (-1.90444, -4.55454, 1.48740)
H (1.89307, -1.12055, 4.71072)
C (-5.23610, -2.05138, -3.11868)
H (6.67928, 0.99673, -4.24303)
C (-1.98078, 2.34480, -4.17559)
H (-3.61534, 3.01939, -1.99963)
F (0.72067, -1.15902, -3.00148)
C (6.23687, 1.42727, -2.19263)
C (1.16126, 0.39296, 1.79694)
F (0.97107, 0.91524, -4.40883)
H (-2.16837, 0.97439, -7.33327)
C (-6.26177, -0.00486, -3.72018)
C (-3.86537, -0.09177, -3.48827)
C (-1.93014, 0.85954, 3.96310)
C (1.42475, 0.27752, 3.15152)
C (-5.11309, 0.82148, 0.77074)
F (0.90688, 2.25247, -2.70870)
C (-7.74481, -1.98927, -3.25636)
C (-1.54887, 3.93648, -2.16692)
C (3.65921, 4.07939, -1.36034)
H (-3.46664, -0.49188, 0.40206)
H (6.02524, -0.21948, 1.56829)
C (1.00214, -0.07607, -2.20501)
C (-3.33926, 1.25860, -0.81185)
O (3.38630, 2.25169, 1.96593)
H (-0.94392, 5.78712, -7.40077)
H (-8.54406, -1.28019, -3.46624)
C (1.47701, -1.83670, 1.43888)
F (2.17130, -0.40046, -1.54938)
H (-2.04464, 3.20024, -7.46357)
H (-4.97783, 2.08471, -5.37865)
C (-1.89092, -0.44914, 3.26134)
N (1.14143, -0.63955, 0.96079)
H (-1.35447, 0.83033, 4.88922)
H (1.41122, 1.15251, 3.78334)
C (-2.03480, 2.20161, -5.58099)
H (-2.70159, 5.83423, -7.39965)
H (-2.89445, -2.97841, -2.10462)
H (2.00215, -3.04527, 3.12220)
H (-1.83228, -1.95199, -3.05730)
H (1.58862, 2.93009, 2.37582)
C (-2.08642, -2.62052, 2.88992)
C (-6.39573, -1.33426, -3.35677)
H (-0.58896, 4.44184, -2.05539)
As (-2.02558, 0.59461, -3.27053)
H (2.70309, 3.99971, -0.84751)
H (-6.04365, 2.49856, -4.03960)
H (-7.90453, -2.39662, -2.25711)
C (5.16574, 0.79361, -0.10895)
C (-1.66890, -1.96622, 1.75998)
H (-5.29986, -3.10722, -2.87662)
C (-1.82269, 5.80746, -6.75420)
H (-2.31713, 4.62599, -1.81117)



No. 2
Entry from the Open Molecules 2025 dataset: C33H53Br3FNNbO27S as an isolated structure (ωB97M-V/def2-TZVPD).

Its frontier orbital gap is 6.58 eV. The LUMO energy comes out at 1.64 eV. The multiplicity is 1. The total charge is -1. The calculation puts the total energy at -317083.1988 eV.

Geometry (Å):
H (4.49824, 3.18671, 6.14190)
H (5.35437, 1.67023, 4.43445)
C (8.60818, -1.79028, 1.91630)
O (-8.65404, -3.50929, -8.05272)
H (9.09479, -4.09600, 3.41415)
C (-8.14261, -3.02466, -6.89468)
O (-4.69591, -4.55857, -4.57861)
C (1.42515, 2.78034, 8.88924)
O (-4.30434, -2.36507, -4.90563)
H (-0.31931, -2.40555, -4.11143)
H (5.25646, -0.73765, 1.95457)
H (2.05033, 4.21563, 3.31664)
O (-8.17862, -3.95599, -5.91243)
H (5.92014, 0.98605, 0.42195)
H (1.02523, 2.17236, 4.31226)
H (2.76694, -6.82105, -3.06924)
C (8.74512, -3.98189, 2.38484)
H (3.68544, 4.21188, 4.93571)
H (4.03754, -2.99216, 1.49394)
H (-8.55891, -5.99647, -6.02446)
H (-7.96876, -5.43571, -8.28777)
H (-3.43159, 0.97845, -1.92199)
O (-0.96968, -0.46467, -3.88500)
H (4.34835, -2.52306, 3.16523)
H (-1.15006, 2.87885, 3.98627)
O (9.41722, -2.87295, 1.78964)
H (2.08466, -6.26646, -1.52653)
H (3.04357, 2.53132, 5.33977)
H (-2.32031, -1.86986, -1.86002)
H (-9.73076, -5.25203, -8.41035)
Br (3.04881, 2.54706, -0.48242)
O (-7.61440, 3.05550, -1.73766)
H (-6.13862, 5.32384, 0.98742)
H (-6.05654, -1.35012, -2.95875)
H (-2.15925, 0.92135, -3.16245)
C (3.40626, 1.92923, 8.25713)
C (-5.06250, -3.42742, -4.53892)
H (-6.50317, 6.74905, -0.00769)
C (0.91486, 2.36890, 3.23462)
Nb (3.95514, 2.45503, 2.01231)
C (-6.31418, 5.67705, -0.03166)
C (-5.19956, 5.30467, -0.97027)
H (6.42398, 2.67971, 0.60906)
Br (3.85902, -1.00161, -0.25506)
H (-2.07617, -2.19446, -4.22788)
C (-3.80853, 2.75870, -4.47297)
H (2.30494, 0.19386, 1.79643)
H (1.85225, 2.26881, 10.95668)
C (3.76136, -2.24508, 2.27287)
O (8.93017, -0.67635, 1.67587)
O (-6.28810, -3.03839, -4.11984)
C (-6.26957, -1.61269, -3.99892)
C (7.29839, -3.57174, 2.30892)
H (8.95194, -4.89970, 1.83670)
H (2.76564, 3.66677, 10.35129)
H (-3.35410, 3.37146, -1.78619)
C (-1.29411, -2.00227, -2.21516)
H (-7.22843, -1.18629, -4.28315)
H (-9.98385, -4.93680, -6.03810)
F (4.60308, 4.44080, 1.73153)
H (-4.23124, 5.25371, -0.47409)
O (-1.20672, 2.97152, 0.38656)
H (3.94690, -4.73349, -2.86637)
O (-4.34211, 3.06739, -5.48965)
H (0.91421, 3.73918, 8.81658)
O (2.27472, -4.21693, -3.99437)
O (-1.08454, 0.69885, 1.47238)
C (3.27617, 0.30635, 2.32869)
N (6.98799, 1.43653, 2.19475)
O (-3.99580, 1.57272, -3.83998)
C (-0.44679, 0.01646, -2.73105)
C (4.88089, 2.60921, 4.08687)
O (0.27721, -4.58985, -4.96261)
O (2.31960, 2.59870, 7.79539)
H (1.48535, 3.78705, 1.70848)
C (-5.16174, -1.21560, -4.93247)
H (0.68126, 1.97930, 8.87478)
O (-5.60092, 4.01580, -1.43517)
C (3.92688, 3.16497, 5.20150)
C (5.95976, 1.82601, 1.15333)
O (7.37594, -2.14975, 2.35437)
H (6.82572, -3.87018, 1.36963)
C (1.09051, -4.86054, -4.14075)
C (-1.17809, -1.86736, -3.70810)
H (-0.43314, 4.09494, 2.85869)
C (-2.69428, 2.92474, -2.52785)
H (2.61709, -3.96469, -1.97686)
O (-2.90672, 2.34161, 1.99567)
C (-3.02207, 1.48437, -2.79543)
O (-0.00617, 1.10690, -2.59813)
H (0.82018, 1.39631, 2.72291)
O (0.95580, -5.85319, -3.22559)
H (6.58933, 0.76880, 2.85015)
H (5.71162, 3.34335, 3.98922)
C (2.33916, 2.69707, 10.08179)
H (6.70739, -3.95461, 3.13931)
C (-0.53382, 3.02174, 3.08210)
H (-0.51490, 0.59463, 0.69471)
C (-6.94691, 3.92964, -1.29455)
C (-8.95580, -5.05162, -6.39132)
H (-5.51073, -1.05984, -5.95319)
C (-8.83959, -4.91306, -7.88475)
O (-2.93550, 3.54231, -3.79714)
S (-1.44895, 2.28377, 1.68253)
H (-4.63011, -0.32488, -4.60005)
C (4.19003, -0.82628, 1.70738)
C (2.21725, -6.01428, -2.57723)
H (7.70160, 0.90347, 1.69938)
C (1.95763, 3.35144, 2.61927)
H (2.67403, -2.33235, 2.41082)
Br (3.09865, -0.17036, 4.27159)
C (2.86428, -4.67003, -2.77438)
H (-1.66177, 3.06530, -2.21403)
O (3.38400, 1.84692, 9.61558)
O (-0.49647, -0.91633, -1.74154)
O (4.26145, 1.47462, 7.57436)
H (-0.91423, -2.95455, -1.84784)
O (-7.43114, 4.97545, -0.57780)
O (-7.71836, -1.92374, -6.76063)
H (-5.12561, 5.98110, -1.82555)



No. 3
Entry from the Open Molecules 2025 dataset: C26H26N5SV as an isolated structure (ωB97M-V/def2-TZVPD).

Its frontier orbital gap (spin up / spin down) is 6.59 / 5.80 eV. The expectation value of S² is 0.777. The energy relative to the best compared isomer or geometry (same formula, charge and spin) comes out at 1.350 eV. The LUMO energy (spin up / spin down) comes out at -2.68 / -2.71 eV. The multiplicity is 2. The total charge is +1. The calculation puts the total energy at -71352.6915 eV.

Geometry (Å):
H (-0.56122, -2.78191, 0.76081)
H (0.24900, -5.09736, 0.36609)
C (-3.27971, 1.44045, -2.84234)
C (3.16740, 2.68627, -0.04086)
H (-0.35971, 2.45429, 3.78520)
C (-3.00972, -2.01753, 2.38102)
H (3.44917, 3.44914, -0.75412)
S (-1.42246, 4.21898, -0.19590)
C (3.27763, 1.69464, 2.12906)
H (-1.69981, 1.64311, -4.29187)
C (-2.01038, 1.20341, -3.35369)
H (-3.67965, -2.21710, 3.21915)
N (-0.46060, 1.63825, 0.13786)
C (3.61183, 2.73252, 1.27227)
C (-3.64045, 0.82651, -1.65643)
H (0.71643, 0.24470, 4.01225)
C (1.79861, 1.53221, -1.83901)
H (3.12623, -3.47388, -2.36889)
N (0.78779, -1.90087, -0.53096)
V (0.21123, -0.06897, -0.22026)
H (3.62658, 1.67983, 3.15177)
H (-0.43233, -1.78906, 3.24644)
H (4.22672, 3.55441, 1.61228)
H (1.00914, 2.27303, -1.98762)
H (3.17385, -0.49720, -1.60006)
N (1.94831, 0.68663, 0.42646)
C (1.77653, -4.45902, -1.01352)
H (-2.35431, -2.88191, 2.27450)
C (-1.13818, 0.40656, -2.63992)
H (2.17800, -5.44849, -1.18078)
H (2.59350, 1.72657, -2.56916)
H (-3.85746, 0.56606, 2.20797)
C (1.78297, -2.10462, -1.41931)
H (-4.61945, 0.97712, -1.22457)
H (-3.96906, 2.09382, -3.35866)
H (2.20870, -0.16880, 2.27253)
C (-2.83698, 0.49140, 2.56776)
C (-2.71046, 0.03289, -1.00947)
C (0.25853, 0.09494, -3.11700)
C (-2.16774, 1.64030, 2.95685)
C (2.27162, -0.85176, -2.10005)
H (0.25702, -0.93561, -3.47831)
H (-2.66249, 2.60040, 2.88529)
C (0.71058, -4.26401, -0.14366)
H (-3.63177, -1.92782, 1.48891)
C (0.25510, -2.98126, 0.07535)
C (-0.87867, 2.73789, 0.00334)
C (-0.87741, 1.56137, 3.45991)
C (-0.91200, -0.82373, 3.11708)
C (2.31101, -3.35773, -1.66707)
H (-2.95042, -0.46076, -0.07803)
C (-0.25541, 0.32627, 3.54541)
H (0.54490, 0.74319, -3.94907)
C (-2.22668, -0.75929, 2.65603)
N (-1.47159, -0.16390, -1.46967)
N (1.21755, 0.18816, -1.99930)
C (2.33688, 1.65291, -0.42831)
H (2.53020, -1.04881, -3.14422)
C (2.46310, 0.68315, 1.66051)



Summary of maximum force in eV/Å
1.2, 5.5, 2.9
(order as listed above)